# 1
Formula: C10H11I2NO3
Source: the OMol25 dataset
Level of theory: the ωB97M-V functional and the def2-TZVPD basis

Calculated values
Charge ... 0
Orbital gap ... 8.28 eV
E_LUMO ... -0.410 eV
HOMO ... -8.693 eV
Spin multiplicity ... 1
SMILES ... CCCOC(=O)Cn1cc(I)c(=O)c(I)c1
Energy relative to the best compared isomer or geometry (same formula, charge and spin) ... 0.0 kcal per mole

Each atom is followed by the atoms it is bonded to, with distances in Å.
Atoms and positions in Å:
1 C -3.1613 2.6117 0.0940  C2 1.541, H17 1.129, H18 1.107, H19 1.082
2 C -1.9087 2.9601 -0.7325  C1 1.541, C3 1.550, H20 1.110, H21 1.093
3 C -1.1903 1.7653 -1.4094  C2 1.550, O4 1.437, H22 1.102, H23 1.087
4 O -0.9989 0.6013 -0.5887  C3 1.437, C5 1.360
5 C -0.1825 0.6809 0.4956  O4 1.360, O6 1.224, C7 1.526
6 O 0.6094 1.5834 0.7315  C5 1.224
7 C -0.0587 -0.5524 1.3852  C5 1.526, N8 1.478, H24 1.118, H25 1.069
8 N 0.9421 -1.5520 0.9574  C7 1.478, C9 1.400, C16 1.405
9 C 0.5752 -2.6533 0.1741  N8 1.400, C10 1.370, H26 1.104
10 C 1.4946 -3.3499 -0.5653  C9 1.370, I11 2.276, C12 1.485
11 I 0.7898 -5.1490 -1.7684  C10 2.276
12 C 2.9153 -2.9170 -0.5766  C10 1.485, O13 1.237, C14 1.481
13 O 3.7325 -3.4988 -1.3007  C12 1.237
14 C 3.2901 -1.8275 0.3540  C12 1.481, I15 2.214, C16 1.371
15 I 5.3972 -1.2306 0.6762  C14 2.214
16 C 2.2998 -1.2083 1.0715  N8 1.405, C14 1.371, H27 1.087
17 H -3.5301 3.5637 0.5750  C1 1.129
18 H -2.9391 1.9221 0.9306  C1 1.107
19 H -3.9292 2.1637 -0.5221  C1 1.082
20 H -2.2659 3.6655 -1.5109  C2 1.110
21 H -1.2274 3.5492 -0.1138  C2 1.093
22 H -0.1849 2.0788 -1.7336  C3 1.102
23 H -1.7173 1.4273 -2.2978  C3 1.087
24 H -1.0451 -1.0771 1.4340  C7 1.118
25 H 0.1623 -0.1902 2.3659  C7 1.069
26 H -0.4830 -2.9668 0.1488  C9 1.104
27 H 2.6142 -0.4002 1.7263  C16 1.087

# 2
Formula: C6H30O12
Source: the OMol25 dataset
Level of theory: the ωB97M-V functional and the def2-TZVPD basis

Calculated values
Charge ... 0
Orbital gap ... 9.19 eV
E_LUMO ... 0.099 eV
HOMO ... -9.091 eV
Spin multiplicity ... 1
SMILES ... C/C=C/CCC(=O)O.O.O.O.O.O.O.O.O.O.O
Energy relative to the best compared isomer or geometry (same formula, charge and spin) ... 49.5 kcal per mole

Each atom is followed by the atoms it is bonded to, with distances in Å.
Atoms and positions in Å:
1 C -1.0489 0.1616 -2.3756  C2 1.481, H9 1.097, H10 1.116, H11 1.094
2 C 0.4276 0.1632 -2.2657  C1 1.481, C3 1.334, H12 1.102
3 C 1.1820 0.3852 -1.1885  C2 1.334, C4 1.509, H13 1.086
4 C 2.6749 0.5464 -1.3400  C3 1.509, C5 1.555, H14 1.087, H15 1.084
5 C 3.1862 1.7119 -0.4469  C4 1.555, C6 1.487, H16 1.125, H17 1.088
6 C 2.4708 1.7502 0.8563  C5 1.487, O7 1.202, O8 1.364
7 O 1.4282 2.2022 1.2490  C6 1.202
8 O 3.1443 0.8471 1.6251  C6 1.364, H18 0.969
9 H -1.3255 -0.4382 -3.2516  C1 1.097
10 H -1.3741 1.2056 -2.5965  C1 1.116
11 H -1.6411 -0.2164 -1.5371  C1 1.094
12 H 0.8393 -0.3679 -3.1390  C2 1.102
13 H 0.7213 0.2283 -0.2177  C3 1.086
14 H 3.1661 -0.3800 -1.0542  C4 1.087
15 H 2.9571 0.6184 -2.3845  C4 1.084
16 H 4.2799 1.4480 -0.4181  C5 1.125
17 H 3.1884 2.5949 -1.0822  C5 1.088
18 H 2.9317 0.8412 2.5705  O8 0.969
19 O -2.0758 3.0961 2.4344  H20 0.956, H21 0.962
20 H -1.7254 2.2369 2.6643  O19 0.956
21 H -2.9718 3.2420 2.7521  O19 0.962
22 O -0.7018 -3.9763 -1.4846  H23 0.962, H24 0.975
23 H -0.7929 -4.9237 -1.6252  O22 0.962
24 H -1.4670 -3.5032 -1.8602  O22 0.975
25 O -0.1423 -2.3924 1.6270  H26 0.983, H27 0.973
26 H -0.5135 -3.1181 1.0768  O25 0.983
27 H 0.7304 -2.4666 1.2030  O25 0.973
28 O 2.9965 -1.9427 2.2452  H29 0.964, H30 0.971
29 H 2.7726 -1.0209 2.0726  O28 0.964
30 H 3.9423 -1.9631 2.4628  O28 0.971
31 O -0.8006 3.2555 -1.6672  H32 0.969, H33 0.974
32 H -0.8310 4.1887 -1.4090  O31 0.969
33 H -0.8125 2.8971 -0.7613  O31 0.974
34 O -0.0784 -2.8121 4.3272  H35 0.980, H36 0.966
35 H -0.2394 -3.0403 3.3876  O34 0.980
36 H -0.2530 -1.8667 4.2360  O34 0.966
37 O -3.0777 -2.5706 -1.4727  H38 1.002, H39 0.964
38 H -3.3028 -2.2751 -0.5425  O37 1.002
39 H -3.6342 -3.3449 -1.6149  O37 0.964
40 O 1.6909 3.0710 -2.7443  H41 0.959, H42 0.983
41 H 1.7412 2.7283 -3.6383  O40 0.959
42 H 0.8815 2.7334 -2.2992  O40 0.983
43 O -2.6441 -0.8010 0.4977  H44 0.947, H45 0.964
44 H -2.5146 -0.3491 -0.3246  O43 0.947
45 H -1.8852 -1.3317 0.7653  O43 0.964
46 O -4.1978 0.9794 2.1532  H47 0.962, H48 0.977
47 H -3.7111 1.7505 2.4606  O46 0.962
48 H -3.5912 0.2180 2.0752  O46 0.977

# 3
Formula: C20H45N4O2
Source: the OMol25 dataset
Level of theory: the ωB97M-V functional and the def2-TZVPD basis

Calculated values
Charge ... +1
Orbital gap ... 6.51 eV
E_LUMO ... -3.337 eV
HOMO ... -9.848 eV
Spin multiplicity ... 1

Each atom is followed by the atoms it is bonded to, with distances in Å.
Atoms and positions in Å:
1 C 5.0251 2.9236 -0.3630  C2 1.317, H13 1.075, H14 1.081
2 C 5.0506 1.7828 0.2941  C1 1.317, N3 1.481, H15 1.076
3 N 4.0499 0.7097 0.0925  C2 1.481, C4 1.491, C9 1.519, H16 1.022
4 C 4.4515 -0.5888 0.7065  N3 1.491, C5 1.513, H17 1.085, H18 1.082
5 C 5.7688 -1.1442 0.2114  C4 1.513, O6 1.420, H19 1.086, H20 1.088
6 O 6.8735 -0.4703 0.7956  C5 1.420, C7 1.368
7 C 7.6993 0.1815 -0.0792  O6 1.368, O8 1.206, H21 1.098
8 O 8.3973 1.0842 0.3097  C7 1.206
9 C 2.7659 1.1577 0.7684  N3 1.519, C10 1.523, H22 1.081, H23 1.082
10 C 1.5432 0.4244 0.2336  C9 1.523, C11 1.506, N12 1.261
11 C 1.4194 0.0814 -1.2270  C10 1.506, H24 1.084, H25 1.089, H26 1.081
12 N 0.5966 0.1179 1.0086  C10 1.261, H27 1.019
13 H 5.4952 3.7673 0.1097  C1 1.075
14 H 4.5961 3.0532 -1.3462  C1 1.081
15 H 5.8177 1.6248 1.0317  C2 1.076
16 H 3.8448 0.6312 -0.9059  N3 1.022
17 H 3.6901 -1.3149 0.4403  C4 1.085
18 H 4.4740 -0.5329 1.7863  C4 1.082
19 H 5.8084 -2.1766 0.5452  C5 1.086
20 H 5.8308 -1.1936 -0.8735  C5 1.088
21 H 7.7458 -0.1301 -1.1313  C7 1.098
22 H 2.8529 0.9469 1.8247  C9 1.081
23 H 2.6264 2.2266 0.6727  C9 1.082
24 H 1.6199 -0.9681 -1.4099  C11 1.084
25 H 2.0819 0.7135 -1.8174  C11 1.089
26 H 0.3925 0.2787 -1.5013  C11 1.081
27 H 0.7854 0.4156 1.9652  N12 1.019
28 C -3.3010 -5.9638 1.9627  C29 1.521, H35 1.090, H36 1.090, H37 1.091
29 C -2.1757 -5.3038 1.1802  C28 1.521, N30 1.451, H38 1.093, H39 1.102
30 N -2.6396 -4.2744 0.2692  C29 1.451, C31 1.448, C33 1.453
31 C -1.6325 -3.8436 -0.6776  N30 1.448, C32 1.534, H40 1.094, H41 1.095
32 C -0.3853 -3.1423 -0.1232  C31 1.534, H42 1.089, H43 1.095, H44 1.091
33 C -3.4353 -3.2139 0.8638  N30 1.453, C34 1.535, H45 1.093, H46 1.093
34 C -2.8120 -2.3969 2.0036  C33 1.535, H47 1.091, H48 1.092, H49 1.091
35 H -4.0669 -6.3518 1.2909  C28 1.090
36 H -2.9051 -6.7983 2.5422  C28 1.090
37 H -3.7717 -5.2753 2.6653  C28 1.091
38 H -1.6810 -6.0793 0.5895  C29 1.093
39 H -1.4248 -4.9248 1.8923  C29 1.102
40 H -2.1021 -3.1940 -1.4215  C31 1.094
41 H -1.3050 -4.7242 -1.2396  C31 1.095
42 H -0.6024 -2.1231 0.1942  C32 1.089
43 H 0.3762 -3.0792 -0.9079  C32 1.095
44 H 0.0573 -3.6815 0.7158  C32 1.091
45 H -4.3640 -3.6557 1.2325  C33 1.093
46 H -3.7566 -2.5336 0.0711  C33 1.093
47 H -2.3150 -3.0288 2.7414  C34 1.091
48 H -3.5944 -1.8428 2.5260  C34 1.092
49 H -2.0934 -1.6633 1.6368  C34 1.091
50 C -2.2902 0.9526 -0.5271  C51 1.523, H57 1.092, H58 1.091, H59 1.090
51 C -1.8480 2.3505 -0.9378  C50 1.523, N52 1.446, H60 1.097, H61 1.103
52 N -2.8195 3.0448 -1.7530  C51 1.446, C53 1.453, C55 1.454
53 C -2.2951 4.2457 -2.3804  N52 1.453, C54 1.534, H62 1.092, H63 1.096
54 C -1.8596 5.4040 -1.4745  C53 1.534, H64 1.088, H65 1.092, H66 1.091
55 C -4.1532 3.1569 -1.1843  N52 1.454, C56 1.533, H67 1.093, H68 1.092
56 C -4.2999 3.8424 0.1795  C55 1.533, H69 1.091, H70 1.091, H71 1.089
57 H -2.5658 0.3558 -1.3993  C50 1.092
58 H -1.4732 0.4450 -0.0133  C50 1.091
59 H -3.1387 0.9766 0.1572  C50 1.090
60 H -0.9263 2.2539 -1.5243  C51 1.097
61 H -1.5823 2.9160 -0.0282  C51 1.103
62 H -3.0308 4.6158 -3.0979  C53 1.092
63 H -1.4327 3.9492 -2.9879  C53 1.096
64 H -2.7118 5.9362 -1.0561  C54 1.088
65 H -1.2869 6.1287 -2.0567  C54 1.092
66 H -1.2231 5.0703 -0.6533  C54 1.091
67 H -4.5709 2.1501 -1.1038  C55 1.093
68 H -4.7979 3.6582 -1.9088  C55 1.092
69 H -3.5527 3.5011 0.8981  C56 1.091
70 H -5.2808 3.6132 0.5993  C56 1.091
71 H -4.2331 4.9262 0.1030  C56 1.089

# 4
Formula: C6H8
Source: the OMol25 dataset
Level of theory: the ωB97M-V functional and the def2-TZVPD basis

Calculated values
Charge ... 0
Orbital gap ... 10.85 eV
E_LUMO ... 1.180 eV
HOMO ... -9.672 eV
Spin multiplicity ... 1
SMILES ... C#CC1CCC1
Energy relative to the best compared isomer or geometry (same formula, charge and spin) ... 46.6 kcal per mole

Each atom is followed by the atoms it is bonded to, with distances in Å.
Atoms and positions in Å:
1 C -2.6762 0.0014 1.1732  C2 1.210, H7 1.091
2 C -1.5066 0.1439 0.8960  C1 1.210, C3 1.464
3 C -0.0967 0.3563 0.5653  C2 1.464, C4 1.589, C6 1.560, H8 1.124
4 C 0.2508 0.8350 -0.9090  C3 1.589, C5 1.563, H9 1.048, H10 1.130
5 C 1.4742 -0.1342 -0.8232  C4 1.563, C6 1.530, H11 1.119, H12 1.138
6 C 0.6590 -0.9530 0.1801  C3 1.560, C5 1.530, H13 1.115, H14 1.108
7 H -3.7110 -0.1651 1.4767  C1 1.091
8 H 0.3657 0.9639 1.3901  C3 1.124
9 H 0.3588 1.8698 -1.0375  C4 1.048
10 H -0.4894 0.3792 -1.6302  C4 1.130
11 H 1.8666 -0.5081 -1.8025  C5 1.119
12 H 2.3516 0.3703 -0.3032  C5 1.138
13 H 1.2113 -1.4469 1.0130  C6 1.115
14 H -0.0583 -1.7124 -0.1886  C6 1.108